Arrangement one

Density functional theory data (ωB97M-V/def2-TZVPD) for one molecule with the formula C3H7ClO2.

Last column: natural (NBO) charge in e.
Geometry (Å):
O  2.3287  0.2572  -0.3541  -0.690
C  1.2331  -0.4492  0.0310  -0.058
C  -0.1096  0.1715  -0.3833  0.070
O  -0.0745  1.3906  0.1964  -0.736
C  -1.3578  -0.5884  0.1896  -0.413
Cl  -2.8009  0.2620  -0.2471  -0.042
H  2.0632  1.1532  -0.1918  0.476
H  1.2699  -1.4257  -0.3746  0.168
H  1.2129  -0.5729  1.1324  0.143
H  -0.1365  0.2003  -1.4693  0.162
H  -0.9398  1.7504  0.4040  0.489
H  -1.4728  -1.5740  -0.1757  0.218
H  -1.2159  -0.5752  1.2425  0.213

Properties
**Multiplicity**: 1
**Orbital gap**: 11.07 eV
**SMILES**: OC[C@H](O)CCl



Arrangement two

Density functional theory data (ωB97M-V/def2-TZVPD) for a 2-piece molecular cluster, C3H7ClO2 overall.

Last column: natural (NBO) charge in e.
Geometry (Å):
C  -0.5419  -1.6585  0.7210  -0.712
C  0.7616  -0.9312  0.8829  -0.275
C  -0.0386  1.2619  -0.7516  0.543
O  -0.3884  1.9803  0.3790  -0.690
O  0.8147  1.8782  -1.6097  -0.711
Cl  -1.4919  0.5146  -1.6320  -0.144
H  -1.3510  -0.9264  1.1041  0.228
H  -0.5042  -2.7275  1.1334  0.222
H  -0.9274  -1.7537  -0.3040  0.224
H  1.4837  -1.0167  0.1150  0.163
H  1.0299  -0.6777  1.8474  0.166
H  -0.0683  2.8400  0.2783  0.480
H  1.2218  1.2165  -2.1640  0.506

Properties
**Multiplicity**: 1
**Orbital gap (alpha / beta)**: 8.17 / 8.74 eV



Most stable to least stable, the ends of the list are arrangement one and arrangement two.



Arrangement one

Density functional theory data (ωB97M-V/def2-TZVPD) for H22KrO11 as an isolated structure.

Last column: natural (NBO) charge in e.
Geometry (Å):
Kr  -0.2651  -0.1625  -0.3212  0.000
O  -0.1442  -3.4979  0.0665  -0.971
H  -0.1678  -4.4410  -0.0954  0.482
H  0.6278  -3.1920  -0.4096  0.501
O  3.6590  0.1788  -0.4263  -0.936
H  3.8176  1.1162  -0.5377  0.475
H  3.3651  -0.1188  -1.2873  0.461
O  -1.0786  -2.5479  2.6123  -0.964
H  -0.6510  -1.6917  2.5985  0.470
H  -0.7590  -2.9885  1.8250  0.482
O  2.1802  -2.6196  -1.5160  -0.956
H  3.1342  -2.6702  -1.4560  0.486
H  1.9652  -3.0892  -2.3219  0.480
O  -2.8090  -2.6911  -0.5288  -0.956
H  -1.8775  -2.9070  -0.4849  0.474
H  -2.8307  -1.7789  -0.8179  0.468
O  1.0583  2.0398  -2.7645  -0.949
H  0.3186  1.6323  -3.2152  0.487
H  1.7750  1.4132  -2.8646  0.479
O  0.9071  2.9552  2.4393  -0.968
H  0.9086  3.2194  1.5193  0.480
H  0.7344  2.0140  2.4184  0.479
O  0.3820  3.3525  -0.3510  -0.966
H  0.5091  2.8166  -1.1339  0.507
H  0.0236  4.1768  -0.6800  0.480
O  -2.2807  2.7112  -0.3328  -0.983
H  -2.5666  3.0565  0.5129  0.477
H  -1.3528  2.9403  -0.3844  0.481
O  -4.2069  0.3881  -0.0871  -0.956
H  -3.5146  1.0209  -0.2778  0.486
H  -5.0144  0.9016  -0.1100  0.464
O  1.1020  -0.2453  2.7660  -0.958
H  1.7834  -0.4717  2.1330  0.481
H  1.2679  -0.8202  3.5131  0.482

Properties
**Multiplicity**: 1
**Orbital gap**: 9.50 eV



Arrangement two

Density functional theory data (ωB97M-V/def2-TZVPD) for H22KrO11 as an isolated structure.

Last column: natural (NBO) charge in e.
Geometry (Å):
Kr  0.3132  0.2197  0.0141  0.000
O  1.8095  -3.3214  0.6869  -0.927
H  1.2203  -3.0496  -0.0168  0.476
H  1.3075  -3.1775  1.4891  0.480
O  -2.5969  2.9469  -0.6309  -0.965
H  -2.2425  3.0655  -1.5122  0.465
H  -2.8770  2.0319  -0.6061  0.503
O  2.9192  0.3094  -1.8639  -0.951
H  2.9220  -0.5208  -2.3404  0.476
H  3.8188  0.6288  -1.9331  0.495
O  -1.8538  -1.8973  -2.6810  -0.942
H  -2.5957  -2.3522  -2.2822  0.483
H  -1.0900  -2.4154  -2.4271  0.470
O  -3.1587  0.1474  -1.2343  -0.997
H  -2.4787  -0.2713  -1.7620  0.490
H  -3.3689  -0.4970  -0.5585  0.492
O  -1.2683  -1.1252  2.9881  -0.960
H  -0.5105  -1.6274  3.2878  0.477
H  -1.0810  -0.2254  3.2556  0.488
O  1.7122  2.9715  -2.2549  -0.941
H  0.8095  3.1957  -2.4808  0.461
H  1.6901  2.0299  -2.0843  0.477
O  -3.3020  -1.8584  0.8024  -0.972
H  -4.0346  -2.0513  1.3875  0.482
H  -2.6475  -1.4452  1.3656  0.501
O  -0.4221  3.9858  0.9386  -0.955
H  -0.9604  3.4781  0.3314  0.484
H  -0.2105  3.3724  1.6422  0.458
O  3.3342  -1.0924  0.5773  -0.984
H  3.0217  -0.7844  -0.2734  0.481
H  2.8725  -1.9190  0.7177  0.485
O  2.7342  0.7168  2.5027  -0.978
H  2.7932  0.0424  1.8260  0.488
H  3.4214  0.4889  3.1290  0.461

Properties
**Multiplicity**: 1
**Orbital gap**: 9.82 eV



Arrangement three

Density functional theory data (ωB97M-V/def2-TZVPD) for H22KrO11 as an isolated structure.

Last column: natural (NBO) charge in e.
Geometry (Å):
Kr  -0.1038  -0.2922  0.0729  0.002
O  -1.2101  1.9831  2.5456  -0.948
H  -1.1348  2.9320  2.4444  0.478
H  -0.3591  1.7100  2.8882  0.473
O  3.0731  -2.7805  -2.4715  -0.957
H  2.2892  -2.9977  -2.9759  0.461
H  2.7710  -2.1496  -1.8181  0.484
O  -0.0406  -1.6546  3.3360  -0.957
H  -0.9912  -1.6398  3.2246  0.490
H  0.1853  -0.7598  3.5899  0.464
O  -1.5896  2.9689  -1.5015  -0.979
H  -2.1916  3.4008  -2.1076  0.476
H  -2.1581  2.5646  -0.8461  0.499
O  2.8215  -2.2847  2.3370  -0.974
H  1.8771  -2.4316  2.3885  0.481
H  2.9550  -1.8796  1.4801  0.476
O  -2.7847  -1.4275  2.3270  -0.949
H  -2.3383  -1.5077  1.4841  0.471
H  -3.7119  -1.5439  2.1196  0.481
O  2.9339  1.0862  -1.7271  -0.951
H  3.6128  0.9485  -2.3877  0.493
H  3.1719  1.9127  -1.3071  0.489
O  -2.9875  -0.7177  -1.5556  -0.951
H  -2.6083  -1.1226  -2.3357  0.490
H  -3.2495  -1.4559  -1.0055  0.466
O  -3.2839  1.7028  0.2377  -0.961
H  -2.5728  1.5204  0.8519  0.493
H  -3.3740  0.8972  -0.2713  0.492
O  3.1186  -1.1414  -0.1841  -0.980
H  3.0361  -0.2941  -0.6218  0.501
H  4.0577  -1.2403  -0.0276  0.480
O  0.1985  1.8527  -3.1104  -0.986
H  0.9380  1.5275  -2.5969  0.465
H  -0.3501  2.3137  -2.4758  0.489

Properties
**Multiplicity**: 1
**Orbital gap**: 10.27 eV



Most stable to least stable, the ends of the list are arrangement three and arrangement one.



Arrangement one

Density functional theory data (ωB97M-V/def2-TZVPD) for one molecule with the formula C11H11N3.

Last column: natural (NBO) charge in e.
Geometry (Å):
C  -1.8737  0.2932  1.4421  -0.619
C  -1.3626  -1.1107  1.0276  -0.396
C  -1.1734  -1.3352  -0.4859  -0.307
C  -2.0549  -0.4815  -1.3215  0.284
N  -2.5889  0.3140  -1.9553  -0.307
C  0.3146  -1.2345  -0.9396  -0.305
C  0.4254  -1.2053  -2.4243  0.273
N  0.4993  -1.1314  -3.5674  -0.289
C  1.0628  -0.0538  -0.3254  -0.070
C  0.6334  1.2430  -0.6163  -0.169
C  1.3826  2.2586  -0.0047  -0.238
C  2.4662  1.8741  0.7862  0.036
N  2.8898  0.6470  1.0343  -0.394
C  2.1647  -0.3237  0.4769  0.030
H  -1.6824  1.0677  0.7066  0.219
H  -1.3481  0.5963  2.3501  0.219
H  -2.9281  0.2301  1.6989  0.219
H  -2.1160  -1.8301  1.3515  0.220
H  -0.4632  -1.3569  1.5893  0.221
H  -1.4646  -2.3667  -0.6957  0.255
H  0.7863  -2.1692  -0.6360  0.255
H  -0.2074  1.4469  -1.2614  0.245
H  1.1240  3.2963  -0.1395  0.228
H  3.0339  2.6740  1.2506  0.193
H  2.4803  -1.3421  0.6590  0.196

Properties
**Multiplicity**: 1
**Orbital gap**: 10.54 eV
**SMILES**: CC[C@@H](C#N)[C@@H](C#N)c1cccnc1



Arrangement two

Density functional theory data (ωB97M-V/def2-TZVPD) for one molecule with the formula C11H11N3.

Last column: natural (NBO) charge in e.
Geometry (Å):
C  3.5549  -0.5405  0.5736  -0.245
C  3.0272  0.6331  1.0825  -0.196
C  2.7764  -1.5079  0.0642  -0.184
C  1.6923  0.9266  0.9328  -0.235
C  0.2645  -2.0067  -0.4817  -0.270
C  1.4135  -1.2511  -0.0391  -0.073
C  0.8639  0.0016  0.3847  0.147
C  -0.8775  -1.2662  -0.3591  0.124
C  -2.2772  -1.6869  -0.2499  -0.331
C  -1.2214  1.1492  0.3597  0.056
C  -2.3338  1.6467  -0.4724  -0.676
N  -2.8013  -1.2777  1.0016  -0.128
N  -2.5429  -0.3544  1.6428  -0.023
N  -0.4626  0.0755  0.0235  -0.380
H  4.4652  -0.8064  0.9332  0.207
H  3.5931  1.4924  1.4746  0.213
H  3.1066  -2.4746  -0.3003  0.214
H  1.3523  1.7673  1.4130  0.206
H  0.2531  -3.0591  -0.8104  0.221
H  -3.0796  -1.3716  -0.9777  0.242
H  -2.2511  -2.8336  -0.2761  0.244
H  -0.9595  1.7825  1.2446  0.205
H  -3.2500  1.4721  0.0092  0.222
H  -2.3350  1.1490  -1.4235  0.214
H  -2.2054  2.7190  -0.7213  0.226

Properties
**Multiplicity**: 1
**Orbital gap (alpha / beta)**: 7.79 / 7.25 eV



Most stable to least stable, the ends of the list are arrangement one and arrangement two.



Arrangement one

Density functional theory data (ωB97M-V/def2-TZVPD) for a 2-piece molecular cluster, C5H8NPS overall.

Last column: natural (NBO) charge in e.
Geometry (Å):
C  -1.6636  0.4402  -1.4861  -0.243
C  -1.7253  -0.7874  -2.0621  -0.414
C  -0.6993  0.5361  -0.4330  -0.204
C  -0.0489  -0.6397  -0.3393  -0.043
C  -0.4685  1.7556  0.3903  -0.622
N  1.2276  -1.3373  2.0172  -0.961
P  2.7832  -1.0313  1.9142  0.712
S  -0.5885  -1.8853  -1.3669  0.384
H  -2.2872  1.2686  -1.7727  0.221
H  -2.3621  -1.1177  -2.8589  0.234
H  -0.2540  1.4772  1.4199  0.232
H  0.3804  2.3260  0.0080  0.220
H  -1.3484  2.3956  0.3668  0.216
H  0.9519  -2.2957  1.8466  0.367
H  2.7750  0.3417  1.6746  -0.042
H  3.3277  -1.4465  0.6813  -0.059

Properties
**Multiplicity**: 1
**Orbital gap (alpha / beta)**: 7.96 / 7.83 eV



Arrangement two

Density functional theory data (ωB97M-V/def2-TZVPD) for one molecule with the formula C5H8NPS.

Last column: natural (NBO) charge in e.
Geometry (Å):
C  -0.9881  0.7599  1.4975  -0.633
C  -0.5248  -0.3478  0.6740  -0.136
C  -0.3827  -1.7112  1.0981  -0.220
C  0.1589  -2.5452  0.2161  -0.427
S  0.8219  -1.6632  -1.1082  0.457
C  0.2166  -0.1972  -0.5066  -0.037
N  -0.0446  1.0667  -1.7777  -0.966
P  1.1967  1.8929  -2.5394  0.575
H  -2.0998  1.1635  1.3616  0.218
H  -1.0315  0.4584  2.5118  0.223
H  -0.2669  1.5169  1.5247  0.226
H  -0.8207  -1.9620  2.1633  0.222
H  0.4739  -3.5115  0.5273  0.240
H  -0.7219  1.8437  -1.3349  0.401
H  2.0419  0.8979  -2.8937  -0.061
H  1.9709  2.3382  -1.4138  -0.082

Properties
**Multiplicity**: 1
**Orbital gap**: 9.24 eV
**SMILES**: Cc1ccsc1NP



Most stable to least stable, the ends of the list are arrangement two and arrangement one.